Entry from the Open Molecules 2025 dataset: a cluster of 9 separate species, C47H93N16O8S2 in total in a non-equilibrium geometry (the ωB97M-V functional and the def2-TZVPD basis).

XYZ file:
```
166
Properties=species:S:1:pos:R:3:mulliken_charge:R:1
S -0.94891 0.05976 -2.52100 -0.34
S -2.39257 1.71484 3.65830 -0.10
O 5.40867 1.52563 2.13411 -0.72
O -2.06419 8.49285 0.31400 -0.65
O -2.74215 6.11676 -2.59257 -0.62
O -7.83074 4.47118 -2.21527 -0.67
O 3.04693 -4.88539 2.87211 -0.71
O 8.91989 -2.93259 0.90557 -0.68
O 2.85067 -10.30435 1.32539 -0.59
O 9.15551 0.62001 -2.16444 -0.65
N -4.21401 6.06890 -4.26987 0.02
N -1.33098 1.62456 2.31525 0.44
N -9.33637 3.99986 -0.62174 -0.16
N -2.18676 2.98969 -2.06906 0.20
N 0.84639 2.55495 -1.01014 -0.02
N 1.46877 -6.47667 2.86143 -0.11
N 1.33279 -11.95611 1.27506 -0.14
N 8.74896 2.67177 -1.35393 -0.15
N -3.40718 2.03792 -3.94062 -0.74
N -3.01491 1.22060 0.68638 1.02
N -1.51201 6.31761 0.30521 0.23
N 8.32323 -4.37607 -0.70234 -0.16
N -0.87970 1.33033 0.01239 2.51
N -0.96482 -1.06895 -0.15212 0.39
N 5.85086 -0.65179 2.45953 -0.03
N -4.47258 3.33820 -2.35296 -0.42
C 1.38736 1.31292 0.94053 -0.64
C 6.95524 0.99735 3.88581 -1.54
C 6.01208 0.65257 2.76077 0.93
C -5.77348 -0.99020 1.04311 1.15
C -1.69101 1.42870 1.06354 -1.12
C -1.38737 0.17235 -0.75511 0.15
C 2.12731 2.91162 -1.03600 -0.90
C 0.48856 1.76368 -0.01418 -0.61
C -7.20891 -1.34718 -1.33248 -0.90
C 9.86672 1.02563 0.08389 -1.16
C -7.89637 -1.29198 -0.12481 -0.90
C -3.42847 2.33400 -2.49555 0.29
C -5.10858 -0.82665 2.39249 -1.32
C 3.10199 2.50727 -0.13490 -0.55
C 9.23488 1.40744 -1.23534 0.77
C 8.34267 -3.13513 -0.15414 0.70
C -4.96247 6.55466 -5.41405 -1.00
C 7.62975 -2.03102 -0.89697 -1.04
C -3.69447 2.53575 0.71818 0.11
C -2.90249 8.11157 -3.91279 -1.62
C -5.06921 -1.04703 -0.17277 -0.14
C 7.69692 -4.79883 -1.94102 -0.82
C 0.20305 -3.99403 -0.15525 -1.28
C -8.43617 4.82648 -1.21524 0.91
C 3.65376 -12.46060 0.67079 -1.39
C -0.45969 7.80819 1.95015 -1.29
C -8.22186 6.18593 -0.59159 -1.44
C -7.16893 -1.10514 1.04599 -0.75
C 6.47812 -1.80811 3.08745 -0.64
C -10.14247 4.24962 0.55975 -0.86
C -0.81649 5.13153 0.75328 -0.74
C -2.95995 0.45706 -0.61375 1.27
C 0.43049 -1.50449 -0.33946 -1.03
C -3.55676 -0.96484 -0.25000 -1.07
C 0.52018 -2.82927 -1.10945 -0.51
C 2.74796 -6.05769 2.68020 0.83
C -3.27352 6.69913 -3.54137 0.85
C 2.71998 1.67756 0.90998 -1.38
C 0.93086 -7.81308 2.67617 -0.58
C -5.22528 2.45950 0.77294 -1.40
C -3.75321 0.98064 -1.79848 -3.87
C 3.75625 -7.08811 2.23436 -1.29
C -1.41088 7.58358 0.79452 0.81
C -5.82645 -1.23423 -1.34277 -0.41
C 8.75565 3.73123 -0.36210 -0.77
C 2.59382 -11.48186 1.11490 0.83
C 0.85092 -13.31121 1.07294 -0.87
H -3.24936 -1.69462 -0.99033 0.87
H 1.65530 -13.96489 0.75622 0.34
H -5.39135 2.93467 -2.23688 0.21
H -0.35112 1.75002 2.52121 0.37
H 7.05827 -2.35903 2.34784 0.05
H -9.94519 5.23683 0.96183 0.33
H 3.83912 -7.88966 2.96771 0.37
H -2.71071 0.41141 3.72698 0.15
H -0.40958 -4.75110 -0.63201 0.44
H -3.77043 8.76656 -3.83761 0.40
H 2.42082 3.57569 -1.83675 0.47
H -9.91824 3.50721 1.32754 0.27
H 3.76192 -13.26564 1.39797 0.37
H 0.84793 -5.74164 3.15891 0.21
H -1.17923 -1.11141 0.83521 0.47
H -3.20081 -1.24310 0.72806 0.20
H -2.29313 4.00118 -2.12986 0.03
H 9.22013 3.39641 0.55834 0.31
H -1.53889 4.37319 1.07644 -0.01
H 8.44886 -5.20606 -2.61820 0.28
H 7.96280 0.64674 3.66113 0.38
H 7.14331 -1.50445 3.88708 0.31
H 0.38143 0.20465 -2.49099 0.24
H -5.63725 3.28019 0.19524 0.22
H -4.79882 1.04334 -1.53061 0.43
H 6.95669 -5.57466 -1.73789 0.27
H 9.30890 4.59228 -0.74022 0.30
H 0.67228 -11.25591 1.57196 0.19
H 4.12463 2.82293 -0.24541 0.63
H -0.26781 -2.82156 -1.85449 0.15
H 8.81663 -5.06521 -0.15710 0.24
H 0.43009 -13.69847 2.00170 0.29
H 6.61794 0.54809 4.81981 0.44
H -2.15702 6.22884 -0.46992 0.00
H 1.04722 0.63286 1.71126 0.42
H 7.20470 -3.96545 -2.42943 0.32
H 0.14384 -7.78815 1.91924 0.26
H -5.63239 1.51245 0.43962 -0.01
H 9.14249 1.11335 0.89562 0.17
H -5.56172 2.62730 1.79350 0.36
H -3.38358 3.02774 1.63575 0.96
H -11.20172 4.17936 0.30934 0.30
H 6.97563 2.07642 4.00252 0.30
H 7.73339 4.04463 -0.14339 0.22
H 10.19991 -0.00612 0.02399 0.28
H -7.85809 6.08759 0.43201 0.39
H -4.13576 -1.30753 2.43786 0.21
H -4.78018 5.91062 -6.27513 0.30
H 8.34275 2.86363 -2.25571 0.24
H 3.40249 -12.88377 -0.30207 0.38
H 0.50274 -8.16763 3.61605 0.30
H -2.84915 1.21855 -4.14140 0.30
H 6.56721 -2.26287 -0.99780 0.39
H -6.02921 6.53605 -5.18852 0.28
H -5.28624 -1.29322 -2.27604 0.44
H -0.15278 5.35623 1.58268 0.38
H -0.75517 7.21154 2.81436 0.34
H -3.71752 0.19532 -2.54650 0.99
H 10.72633 1.66181 0.29677 0.48
H -4.40927 5.12693 -3.94425 0.09
H 1.70471 -8.50293 2.35564 0.10
H 1.50289 -2.94760 -1.55237 0.44
H -5.03237 0.22297 2.66279 0.11
H 0.82843 -1.73089 0.65022 0.61
H -2.50730 8.14874 -4.92846 0.38
H -3.37090 3.19449 -0.08089 -0.34
H 7.73650 -1.10952 -0.33405 -0.04
H -5.72628 -1.32852 3.13133 0.58
H 4.72190 -6.60208 2.13348 0.33
H 5.21458 -0.81792 1.69602 0.18
H -0.32424 -3.64190 0.72805 0.30
H -9.14910 6.75930 -0.59053 0.43
H -3.02582 2.82742 -4.44334 0.37
H -4.25361 4.00434 -1.62745 0.21
H -7.71405 -1.49659 -2.27287 0.46
H -8.96816 -1.40845 -0.12958 0.46
H 8.06779 -1.88219 -1.88330 0.50
H 1.11849 -4.46427 0.19779 0.28
H -4.67376 7.56902 -5.66768 0.41
H -2.14061 8.46228 -3.22348 0.29
H -7.48038 6.72055 -1.17687 0.28
H 5.71059 -2.46747 3.49510 0.30
H 3.47242 -7.51851 1.27412 0.31
H 3.44378 1.31295 1.62683 0.81
H 4.59820 -11.93251 0.58995 0.28
H 0.07213 -13.31877 0.30926 0.29
H 0.56119 7.55031 1.66523 0.32
H -7.71876 -1.07531 1.97516 0.48
H -0.22953 4.71196 -0.06503 0.28
H -0.49202 8.85803 2.22262 0.33
H 1.09957 -0.75366 -0.74846 0.25
H -9.43450 3.11138 -1.08722 0.23
H -1.46054 2.77605 -2.73617 0.45
```

Net charge = +1
2S+1 = 1
HOMO = -10.586 eV
LUMO level = -2.24 eV
Largest force on an atom = 2.41 eV/Å
Gap between HOMO and LUMO = 8.3 eV

Entry from the Open Molecules 2025 dataset: a cluster of 8 separate species, C47H96ClF3IN10O11 in total in a non-equilibrium geometry (the ωB97M-V functional and the def2-TZVPD basis).

XYZ file:
```
169
Properties=species:S:1:pos:R:3:mulliken_charge:R:1
I 3.77207 0.76876 -0.62049 0.07
Cl 3.98206 1.84011 3.06419 -0.01
F 7.06700 1.12951 6.10589 -0.27
F 6.41106 0.57893 4.03928 -0.20
F 6.42516 -0.92745 5.62944 -0.28
O 4.60394 0.30811 7.10021 -0.60
O -2.75245 4.45110 -2.18145 -0.62
O 0.26269 1.18121 -2.52759 -1.02
O -0.54346 -2.06401 4.05746 -0.61
O 3.50995 -2.07085 1.57008 -0.27
O -3.18410 1.02887 6.02639 -0.69
O -4.12993 1.35421 -6.41728 -0.61
O 7.86074 1.44841 -2.03480 -0.63
O -6.19874 6.36597 1.55204 -0.61
O 1.64860 -6.32996 -6.23621 -0.55
O 4.45617 -3.11633 3.35294 -0.59
N -6.82509 7.85372 3.14533 0.12
N 3.18778 0.47111 3.69510 0.52
N -5.21224 2.27946 -8.18166 0.10
N 2.97660 -8.13934 -5.93116 0.13
N -0.81517 2.08339 -4.30807 0.31
N 1.32714 0.32226 2.07639 1.75
N 8.43809 -0.27258 -0.69012 0.11
N -3.11111 2.26872 7.92083 0.10
N -2.36646 5.60800 -0.26820 0.21
N 1.61726 -1.15887 3.78599 0.34
C 2.10104 -0.03580 3.11749 -0.83
C -6.40496 7.50923 1.91826 0.16
C 1.34823 1.58873 1.36762 -2.07
C 6.18064 0.40070 5.36531 0.82
C -4.55440 2.46503 7.91296 -0.95
C -7.05683 6.80057 4.12075 -0.95
C -0.06872 -5.12300 -3.97664 -1.01
C -1.33621 0.28580 2.10007 -0.27
C 1.39970 -3.27468 -2.98496 -1.27
C -7.05573 9.23519 3.52460 -0.90
C 2.16663 -2.50022 3.56494 -0.39
C -1.40299 6.16674 0.65622 -0.96
C -0.67204 -6.31350 -3.20229 -0.88
C -2.52026 -0.67777 1.96812 -1.89
C -0.75456 1.62996 -3.06602 0.03
C -4.01010 2.26883 -9.00041 -0.88
C 0.02546 -0.44040 2.24094 2.15
C -2.56067 1.54471 6.94082 0.25
C 0.15248 -0.92879 3.67063 -0.85
C 1.35299 -4.68169 -3.59596 -0.52
C 4.24776 -8.79541 -6.16836 -0.94
C -0.64435 2.25040 3.70986 -1.06
C 0.65625 -1.59065 -1.31875 -0.53
C -3.79263 5.78016 0.00114 -1.09
C -1.00811 -7.67665 -1.10891 -0.48
C 4.72496 0.70782 5.74513 -0.79
C 1.95847 -8.82113 -5.14852 -0.77
C 8.33872 -0.96396 0.57071 -0.80
C 0.38652 2.06300 -5.12656 -0.94
C -6.44493 2.80202 -8.74034 -0.93
C -0.27587 -6.47762 -1.74862 0.20
C 1.86174 1.63180 -0.08970 1.16
C -0.96584 -7.55122 0.40899 -1.29
C 2.70082 -6.91518 -6.41075 0.05
C -2.05856 2.60254 -4.86707 -1.33
C 0.44744 -3.01408 -1.82687 -0.42
C -1.71070 1.27409 3.23324 -1.40
C 1.95425 3.11683 -0.42468 -1.24
C -5.14116 1.80266 -6.93044 0.12
C 9.28995 -0.83179 -1.72922 -0.98
C -1.98946 4.93764 -1.36729 0.06
C 3.71392 -0.11923 4.95098 -0.59
C -2.32130 2.86035 8.98568 -0.91
C 3.48310 -2.58091 2.82588 0.17
C -0.32984 -1.15149 -0.25172 -0.15
C 0.06606 -1.56374 1.18485 -0.98
C 7.78260 0.87170 -0.96938 0.01
H 0.54931 -0.90516 -2.15851 0.41
H -0.74218 -4.27370 -3.93726 0.54
H 0.00546 -0.17116 4.43275 0.54
H -1.53862 5.73330 1.65035 0.30
H 9.32001 -1.03518 1.04508 0.36
H -4.27224 4.80823 0.09594 0.34
H -1.26971 2.62081 8.84647 0.30
H -6.41170 9.50879 4.36212 0.34
H -3.93041 6.33839 0.91593 0.39
H -4.84171 3.06916 8.76824 0.39
H -4.26196 6.31118 -0.82577 0.30
H -4.23395 2.68459 -9.97839 0.38
H 1.87907 -5.41089 -2.98896 0.52
H 1.91181 -4.62719 -4.52225 0.26
H -1.46370 1.45220 7.03473 0.21
H 7.67078 -0.42511 1.22637 0.17
H 7.94823 -1.97351 0.42172 0.33
H -2.34605 2.02568 -5.74271 0.81
H 1.17083 2.65874 -4.65845 0.27
H -3.64281 1.24889 -9.11372 0.30
H 0.78118 -6.71171 -1.66298 0.26
H 1.69006 -1.52558 -0.99000 -0.34
H -0.51016 -5.60460 -1.15066 -0.09
H 0.06026 -7.41276 0.73561 0.29
H 1.08164 -1.94295 1.14573 -0.05
H 10.06583 -0.11740 -2.00339 0.30
H -2.53655 1.86549 2.85650 0.72
H -3.22740 2.86024 -8.52498 0.24
H -0.51966 -0.09373 -0.37798 -0.61
H 2.33121 -2.97239 4.52344 0.35
H 1.05358 -8.95201 -5.74228 0.31
H -2.66385 -1.30070 2.83910 0.25
H 3.68957 -2.75413 0.91586 0.33
H -1.57394 -6.72341 0.75144 0.30
H 1.20959 -2.57127 -3.79272 0.25
H -6.31476 3.84639 -9.02867 0.34
H -6.10055 1.85239 -6.39063 0.29
H -1.37967 0.86620 1.18392 0.69
H -2.64524 2.47333 9.95246 0.35
H -7.24238 2.73803 -8.00423 0.29
H 4.89036 -8.15378 -6.76633 0.29
H 4.52653 1.76925 5.77098 0.60
H -0.53610 3.09453 3.03724 0.05
H 1.46115 -3.14233 3.04435 0.50
H -0.89072 4.86564 -1.47597 0.35
H 2.33115 -9.79253 -4.83591 0.40
H 4.74574 -9.00743 -5.22038 0.34
H -0.53802 -2.41550 1.47386 0.87
H -6.83823 9.89174 2.68579 0.29
H 1.00946 3.57157 -0.12531 0.17
H -4.85852 2.96515 6.99391 0.30
H 2.78330 3.60313 0.07164 0.43
H 4.10806 -1.11864 4.80166 0.38
H 0.75345 1.04188 -5.22911 0.27
H -2.51846 -1.23549 1.04682 0.39
H 0.74473 -3.71746 -1.04946 0.04
H -6.13834 6.23825 4.29070 0.29
H -5.06271 1.50270 7.95899 0.30
H -0.47735 -7.22544 -3.75700 0.28
H -8.09645 9.37573 3.82032 0.34
H -1.25735 -1.66905 -0.47204 0.88
H -1.74982 -6.16573 -3.20570 0.34
H -6.73227 2.22632 -9.62156 0.34
H 4.46641 -0.64063 7.15323 0.39
H 1.70279 -8.22823 -4.26908 0.09
H -7.81325 6.10814 3.75218 0.30
H 0.15943 2.46761 -6.10798 0.39
H -0.48180 -8.57218 -1.41670 0.32
H -1.71702 1.68822 -2.53690 0.35
H 3.53185 -6.47646 -6.98827 0.32
H -2.43916 3.94482 8.98264 0.35
H -0.03457 -5.42695 -5.01270 0.51
H 1.85106 2.36315 1.91681 1.02
H -0.97011 2.68135 4.65128 0.54
H -1.35077 -1.77134 4.48377 0.55
H -0.57852 -3.17817 -2.13091 0.62
H 1.99794 3.23922 -1.49814 0.47
H 9.75021 -1.74644 -1.36597 0.40
H -0.39127 5.95477 0.31427 0.36
H -6.26076 8.37594 1.25047 0.30
H -1.90934 3.64635 -5.15179 0.35
H 8.70162 -1.04840 -2.62089 0.30
H 4.09369 -9.73453 -6.70246 0.34
H 1.12489 1.22636 -0.76448 -1.04
H -2.85012 2.54906 -4.12799 0.22
H -3.39493 -0.03667 1.92232 0.55
H -7.39190 7.24043 5.05569 0.38
H 7.15646 1.25693 -0.14390 0.42
H -1.32556 -8.46853 0.86442 0.42
H -2.03753 -7.66396 -1.44734 0.38
H 0.33898 1.82431 3.86308 0.13
H -1.52929 7.24862 0.72672 0.35
H -2.10758 0.69088 4.05448 0.42
H 2.86274 -0.21467 5.61287 0.39
H 2.42073 -3.07522 -2.66337 0.41
H 0.34874 1.98621 1.24164 0.25
```

Net charge = +1
2S+1 = 1
HOMO = -10.436 eV
LUMO level = -2.33 eV
Largest force on an atom = 2.89 eV/Å
Gap between HOMO and LUMO = 8.1 eV

Number 2 is which compound?
C47H96ClF3IN10O11